# C39H27N4O6PrS

C39H27N4O6PrS as an isolated structure (ωB97M-V/def2-TZVPD, the OMol25 dataset).

Last column: Mulliken spin population.
Element x y z (Å)
Pr  0.88083  -0.15676  -0.18695  1.989
S  -1.13103  -5.57417  0.05223  0.000
O  -0.77124  -6.53625  -0.94753  0.000
O  -0.19399  3.59499  0.97810  0.000
O  -1.50554  -6.05237  1.35040  0.000
O  -1.40447  0.29791  0.47935  -0.011
O  0.58142  1.92067  -0.29904  0.000
O  0.29735  -2.18822  -0.26865  -0.005
N  1.49259  -0.09222  2.07368  0.005
N  3.29195  -0.07990  -0.03194  -0.002
N  1.82406  -0.35862  -2.34347  0.007
N  0.02985  -4.41591  0.18116  0.000
C  -0.38158  -3.27757  -0.27461  -0.002
C  2.27701  -0.03536  4.71820  0.000
C  -0.28387  2.51430  0.44227  0.007
C  -4.43716  -3.61061  -1.46120  0.000
C  -3.81634  1.68162  1.83732  0.000
C  -3.95557  2.33279  4.14337  0.000
C  5.94111  0.17488  -2.67508  0.000
C  -2.40285  -4.48593  -0.61076  0.000
C  1.07271  -0.50651  -3.46234  0.000
C  -3.72913  -4.68307  -0.92775  0.000
C  -2.60014  2.62247  4.13216  0.000
C  3.16304  -0.15230  -2.43758  0.009
C  -2.47858  -2.20468  -1.36470  0.001
C  1.58250  -0.40160  -4.73330  0.000
C  3.79340  -0.04777  1.25352  -0.008
C  3.77004  -0.06672  -3.72157  0.001
C  3.25564  -0.02496  3.70259  0.000
C  2.94760  -0.16904  -4.87072  0.000
C  -1.85159  2.45103  2.97630  0.000
C  5.16420  0.10216  -3.82673  0.000
C  5.13019  -0.04276  1.65969  0.000
C  -3.80626  3.65976  -1.99359  0.000
C  5.37139  0.10831  -1.43102  -0.001
C  -2.43706  2.08236  -3.16938  0.001
C  3.96436  -0.04315  -1.22348  -0.003
C  4.62904  -0.00535  4.01797  0.000
C  -1.67219  1.73997  0.53652  0.008
C  -1.79058  -3.26283  -0.79545  0.000
C  -3.40076  3.07999  -3.18543  0.000
C  -2.34538  2.19211  -0.75691  -0.003
C  -3.27452  3.22739  -0.78752  0.000
C  2.82451  -0.04816  2.34968  0.012
C  0.94884  -0.08105  4.40142  0.001
C  -2.45850  2.00097  1.80745  -0.003
C  0.60321  -0.11519  3.04945  0.002
C  5.53421  -0.01983  2.99653  0.000
C  -3.81541  -2.38865  -1.69626  0.000
C  -1.91136  1.64516  -1.96644  0.002
C  -4.56180  1.84930  2.99342  0.000
H  6.59443  -0.01825  3.21366  0.000
H  -2.07686  1.66120  -4.09957  0.000
H  -3.57143  3.70657  0.13444  0.000
H  -1.11722  0.90639  -1.97206  -0.005
H  5.61211  0.17021  -4.80934  0.000
H  -2.25614  -0.13581  0.60585  0.000
H  -2.12039  3.00125  5.02589  0.000
H  -0.79997  2.69425  2.97818  0.000
H  -3.81702  3.41437  -4.12661  0.000
H  -4.30205  1.30387  0.94434  0.000
H  -4.53943  2.47810  5.04298  0.000
H  0.01964  -0.73958  -3.31852  -0.001
H  6.05655  0.19770  -0.61316  0.000
H  4.93830  0.01024  5.05461  0.000
H  -4.53285  4.46180  -1.99963  0.000
H  0.92941  -0.50847  -5.58770  0.000
H  -5.48553  -3.72947  -1.70160  0.000
H  7.01484  0.28991  -2.74591  0.000
H  -4.20540  -5.64088  -0.76357  0.000
H  0.17846  -0.09751  5.15846  0.000
H  5.92684  -0.07461  0.94575  0.000
H  2.60282  -0.01646  5.75098  0.000
H  3.40600  -0.08176  -5.84732  0.000
H  -1.97169  -1.27020  -1.56241  -0.002
H  -4.37893  -1.58033  -2.14573  0.000
H  -5.61835  1.61439  2.99221  0.000
H  -0.44032  -0.16753  2.76243  -0.002

strongest force on any atom: 2.52 eV Å⁻¹
2S+1: 3
E_HOMO (alpha / beta): -0.2599 / -0.2600 Ha
⟨S²⟩: 2.0016
energy above the lowest of the compared OMol25 structures with the same formula, charge and spin: 42.92 kcal/mol